1.
Below is a single C4H8NO3 molecule, with properties calculated with ωB97M-V/def2-TZVPD.

Atoms and positions in Å:
1 C -1.72092 0.66305 -1.84594
2 N -0.28429 0.84971 -1.39881
3 C -0.00947 0.42732 0.05062
4 C 1.35017 0.96049 0.31206
5 O 1.97032 0.67413 1.60566
6 C -0.32765 -0.98428 0.41770
7 O -0.24330 -1.24313 1.64236
8 O -0.76559 -1.60731 -0.54660
9 H -1.65436 0.48788 -2.99195
10 H -2.21711 1.52087 -1.50961
11 H -2.04228 -0.31686 -1.41108
12 H 0.29716 0.15551 -1.97602
13 H -0.78529 0.94953 0.61278
14 H 2.07007 0.36229 -0.25323
15 H 1.50883 2.01141 0.10504
16 H 1.36876 -0.10761 1.99772

Output
Net charge: 0
Multiplicity: 2
HOMO (alpha / beta): -10.306 / -10.085 eV

=====

2.
Below is 2 unconnected molecules or ions with the total composition C4H8NO3, with properties calculated with ωB97M-V/def2-TZVPD.

Atoms and positions in Å:
1 C -0.79155 -2.41391 1.36162
2 C 0.44354 -2.18478 0.31310
3 O 0.45940 -0.93677 -0.00847
4 O 0.98722 -3.22906 -0.12253
5 H -1.34454 -3.43626 1.22223
6 H -1.37571 -1.48820 1.22140
7 H -0.40807 -2.24904 2.45177
8 C 0.37650 1.97458 0.82672
9 C -0.21168 2.21472 -0.54317
10 O -0.01980 3.35145 -1.05335
11 N -0.95629 1.28233 -1.12438
12 H -1.30255 1.35426 -2.09897
13 H -0.90479 0.31491 -0.69536
14 H 0.78514 2.81659 1.34611
15 H 1.17497 1.31829 0.68210
16 H -0.24584 1.36452 1.46663

Output
Net charge: 0
Multiplicity: 2
HOMO (alpha / beta): -9.066 / -9.065 eV

=====

Which of them is the most stable? Correct choice: 2.

=====

1.
Below is a gas-phase ion, C5H14N (charge +1), with properties calculated with ωB97M-V/def2-TZVPD.

Atoms and positions in Å:
1 C 0.66246 -1.61757 0.23875
2 C -0.18539 -0.69247 -0.72736
3 C -0.80096 0.65282 -0.34489
4 C 0.30449 1.37332 0.40565
5 C -1.06212 1.55348 -1.66237
6 N 0.65179 -1.39682 1.74889
7 H 1.75117 -1.87408 0.03853
8 H 0.15991 -2.58676 0.16073
9 H -0.98825 -1.20925 -1.17981
10 H 0.60987 -0.45056 -1.47184
11 H -1.79779 0.75055 0.11478
12 H 0.13502 1.85650 1.27943
13 H 1.12028 1.97894 -0.19386
14 H 0.85469 0.51298 0.87860
15 H -1.57921 1.07090 -2.45569
16 H -1.59939 2.51201 -1.30440
17 H -0.04312 2.03651 -2.00729
18 H -0.25849 -1.76330 1.92995
19 H 1.35158 -2.15370 2.07460
20 H 0.71347 -0.55349 2.47758

Output
Net charge: +1
SMILES: CC(C)CC[NH3+]
HOMO: -14.711 eV

=====

2.
Below is a gas-phase ion, C5H14N (charge +1), with properties calculated with ωB97M-V/def2-TZVPD.

Atoms and positions in Å:
1 C -1.11626 -0.81974 1.04046
2 C 0.23622 -0.15461 0.69378
3 C 0.21695 0.76286 -0.54742
4 C 0.27717 2.25237 -0.13930
5 C 1.38365 0.39449 -1.47141
6 N -1.16906 -2.24161 0.55620
7 H -1.90749 -0.23841 0.57446
8 H -1.25468 -0.83605 2.10406
9 H 0.96077 -0.98360 0.67337
10 H 0.55649 0.37414 1.59098
11 H -0.69978 0.52276 -1.06576
12 H -0.02799 2.41000 0.88811
13 H -0.27535 2.80839 -0.89514
14 H 1.29830 2.60867 -0.29186
15 H 1.18128 -0.51377 -2.01763
16 H 1.62802 1.17197 -2.18460
17 H 2.27714 0.25349 -0.88220
18 H -2.13051 -2.49682 0.32142
19 H -0.59181 -2.38151 -0.21663
20 H -0.84306 -2.89304 1.26909

Output
Net charge: +1
SMILES: CC(C)CC[NH3+]
HOMO: -14.964 eV

=====

3.
Below is 2 unconnected molecules or ions with the total composition C5H14N, with properties calculated with ωB97M-V/def2-TZVPD.

Atoms and positions in Å:
1 C 1.03708 0.77659 -2.68026
2 N 1.10461 -0.00135 -1.39709
3 H 0.41106 1.64455 -2.50645
4 H 2.04512 1.02788 -2.99168
5 H 0.58078 0.12582 -3.42100
6 H 0.14373 -0.27074 -1.05567
7 H 1.52381 0.55943 -0.65503
8 H 1.67007 -0.84629 -1.46430
9 C 0.79362 0.31534 2.11786
10 C -0.59756 -0.31448 1.96362
11 C -1.30621 0.01065 0.69055
12 C -1.72586 -0.91573 -0.18074
13 H 0.80276 1.35159 1.77359
14 H 1.15347 0.22552 3.13932
15 H 1.52835 -0.24765 1.52764
16 H -1.20057 -0.05063 2.83640
17 H -0.48797 -1.39918 2.01681
18 H -1.44867 1.05577 0.42127
19 H -2.37606 -0.64912 -1.00825
20 H -1.50903 -1.97603 -0.11009

Output
Net charge: +1
HOMO: -13.893 eV

=====

Which of them is the most stable? Correct choice: 2.

=====

1.
Below is 2 unconnected molecules or ions with the total composition C5H14N, with properties calculated with ωB97M-V/def2-TZVPD.

Atoms and positions in Å:
1 C 1.44817 0.35132 -2.02484
2 C 0.08207 -0.00570 -1.44688
3 C -0.22778 -1.47994 -1.66488
4 C 0.00464 0.33641 0.04923
5 H 1.55172 1.41513 -2.24809
6 H 2.28596 0.08535 -1.36916
7 H 1.61997 -0.20878 -2.94409
8 H -0.66932 0.62067 -1.94048
9 H -1.27403 -1.71897 -1.44933
10 H 0.42343 -2.14612 -1.09593
11 H -0.11080 -1.75389 -2.71455
12 H 0.40374 1.33763 0.22923
13 H -1.04735 0.27669 0.35404
14 H 0.59551 -0.40391 0.60057
15 C -1.34071 0.77069 2.58090
16 N -0.40036 0.36409 3.34061
17 H -2.09010 0.05025 2.28422
18 H -1.31484 1.79865 2.24278
19 H 0.36230 0.93893 3.67971
20 H -0.30222 -0.62849 3.53697

Output
Net charge: +1
HOMO: -14.486 eV

=====

2.
Below is 3 unconnected molecules or ions with the total composition C5H14N, with properties calculated with ωB97M-V/def2-TZVPD.

Atoms and positions in Å:
1 C -1.98417 1.91742 -0.23080
2 C -0.94284 0.70309 0.20010
3 C -0.20630 0.47611 1.74074
4 C 0.60741 -0.84394 1.57778
5 C 1.38600 -1.30488 0.31856
6 N -1.76974 -0.41594 0.17776
7 H -3.01399 1.59071 -0.01346
8 H -2.05047 1.89935 -1.31608
9 H -1.89921 3.01311 -0.01515
10 H -0.37397 0.21084 -0.64995
11 H 0.37721 1.37743 1.96304
12 H -1.12915 0.24828 2.20526
13 H 1.58802 -0.72573 2.13581
14 H 0.02256 -1.68118 1.95638
15 H 1.49375 -2.36155 0.46578
16 H 0.77205 -1.10981 -0.65186
17 H 2.39115 -0.60021 0.01627
18 H 3.28018 -1.10970 -5.01608
19 H -2.31651 -0.08594 -0.63462
20 H 3.76802 -1.19744 -4.22947

Output
Net charge: +1
HOMO: -15.066 eV

=====

3.
Below is a molecular structure, C5H14N, with properties calculated with ωB97M-V/def2-TZVPD.

Atoms and positions in Å:
1 C -2.45848 0.30095 -1.68756
2 C -0.35837 0.28056 0.52074
3 C 0.95609 -0.39018 0.70631
4 C 2.05904 0.45884 0.05435
5 C 1.15792 -0.42032 2.23732
6 N -1.07468 -0.20301 -1.72871
7 H -2.88496 0.11303 -2.67077
8 H -3.06725 -0.17507 -0.92454
9 H -1.25470 0.06046 1.09958
10 H -0.28059 1.32137 0.26815
11 H 0.95707 -1.41717 0.35155
12 H 1.91237 0.58469 -1.01707
13 H 2.99896 -0.08297 0.08567
14 H 2.13068 1.41171 0.54177
15 H 0.50097 -1.16795 2.68144
16 H 2.17572 -0.67578 2.49892
17 H 0.92055 0.50573 2.75674
18 H -0.63016 -0.20736 -0.75591
19 H -1.15141 -1.22895 -1.77009
20 H -2.45260 1.37320 -1.50776

Output
Net charge: +1
HOMO: -15.404 eV

=====

4.
Below is a gas-phase ion, C5H14N (charge +1), with properties calculated with ωB97M-V/def2-TZVPD.

Atoms and positions in Å:
1 C 0.25749 1.27193 -0.38316
2 C -0.75041 0.28527 -0.78950
3 C -0.71664 -0.86667 0.21800
4 C -1.26669 -0.58264 1.61398
5 C 0.70400 -1.37273 0.46303
6 N 1.33215 1.26435 -1.36709
7 H -0.18068 2.30550 -0.28915
8 H 0.81138 1.04898 0.59209
9 H -1.76180 0.73445 -0.96139
10 H -0.53418 -0.19785 -1.86052
11 H -1.19705 -1.61630 -0.34609
12 H -1.10715 -1.39317 2.46103
13 H -0.99577 0.48462 1.95347
14 H -2.35177 -0.64119 1.69534
15 H 0.68121 -2.43568 0.96390
16 H 1.16440 -0.82430 1.28296
17 H 1.18580 -1.43257 -0.49289
18 H 1.76737 2.10412 -1.20135
19 H 0.93995 1.31886 -2.33613
20 H 2.01840 0.54501 -1.21654

Output
Net charge: +1
SMILES: CC(C)CC[NH3+]
HOMO: -14.805 eV

=====

Which of them is the most stable? Correct choice: 1.

=====

1.
Below is 2 unconnected molecules or ions with the total composition C5H14N, with properties calculated with ωB97M-V/def2-TZVPD.

Atoms and positions in Å:
1 C -2.34349 -1.36704 -1.36577
2 N -0.96708 -0.77012 -1.45733
3 H -2.25496 -2.36554 -0.95378
4 H -2.89782 -0.73109 -0.68142
5 H -2.81003 -1.37923 -2.34339
6 H -0.27804 -1.36215 -1.90048
7 H -0.65972 -0.58999 -0.45565
8 H -0.99440 0.15367 -1.86033
9 C 2.42770 1.63427 0.84341
10 C 1.16501 1.00236 0.24809
11 C 0.69658 -0.20569 1.01489
12 C -0.51155 -0.33752 1.59048
13 H 3.29907 0.99033 0.77217
14 H 2.62251 2.54280 0.27697
15 H 2.25862 1.90262 1.88307
16 H 1.34190 0.69896 -0.79022
17 H 0.38213 1.76887 0.23461
18 H 1.48459 -0.91791 1.25149
19 H -0.80030 -1.20023 2.16930
20 H -1.16070 0.53262 1.52390

Output
Net charge: +1
HOMO: -14.098 eV

=====

2.
Below is 2 unconnected molecules or ions with the total composition C5H14N, with properties calculated with ωB97M-V/def2-TZVPD.

Atoms and positions in Å:
1 C -1.65114 1.91478 -1.55214
2 N -1.29983 2.92132 -0.86101
3 H -2.18954 2.08384 -2.47765
4 H -1.21472 0.94620 -1.33743
5 H -0.59784 2.79192 -0.13446
6 H -1.67859 3.84921 -1.01243
7 C 0.72284 0.87482 0.47200
8 C 0.68230 -0.53114 -0.11441
9 C 0.92792 -1.58674 0.98207
10 C 0.25117 -2.89903 0.67144
11 H -0.22165 1.04041 1.00860
12 H 0.87994 1.67228 -0.26499
13 H 1.52007 1.02040 1.19697
14 H 1.39467 -0.71566 -0.91908
15 H -0.31257 -0.74096 -0.52067
16 H 0.60475 -1.20824 1.95659
17 H 2.01047 -1.68883 1.11780
18 H -0.83442 -2.77400 0.73066
19 H 0.51618 -3.68472 1.37934
20 H 0.48999 -3.28585 -0.32118

Output
Net charge: +1
HOMO: -14.378 eV

=====

Which of them is the most stable? Correct choice: 1.

=====

1.
Below is a single C6H6 molecule, with properties calculated with ωB97M-V/def2-TZVPD.

Atoms and positions in Å:
1 C 1.09973 -1.37386 -0.61927
2 C 0.53281 -0.02870 0.03556
3 C -0.18641 -0.22733 1.23294
4 C -0.88915 -0.29005 2.23560
5 C -0.13637 0.85203 -0.92323
6 C -0.87410 1.52179 -1.67773
7 H 0.36199 -1.96276 -1.40741
8 H 2.05543 -1.01272 -1.33170
9 H 1.46107 -2.11424 0.21204
10 H 1.52063 0.48695 0.18472
11 H -1.46780 -0.46625 3.05855
12 H -1.21041 2.34567 -2.41942

Output
Net charge: 0
SMILES: C#CC(C)C#C
HOMO: -9.750 eV

=====

2.
Below is a single C6H6 molecule, with properties calculated with ωB97M-V/def2-TZVPD.

Atoms and positions in Å:
1 C -1.19301 -0.73739 -0.67170
2 C -0.04564 -0.07411 0.13370
3 C 1.28716 -0.66674 0.06641
4 C 2.27809 -1.25702 0.40989
5 C -0.12867 1.40888 0.12557
6 C -0.25988 2.60762 0.17524
7 H -1.15806 -0.59017 -1.76249
8 H -1.15478 -1.80960 -0.48346
9 H -2.16322 -0.35305 -0.33285
10 H 0.11082 -0.54156 1.14264
11 H 2.83795 -1.79758 1.13460
12 H -0.34588 3.67547 0.25196

Output
Net charge: 0
SMILES: C#CC(C)C#C
HOMO: -9.461 eV

=====

Which of them is the most stable? Correct choice: 2.

=====

1.
Below is 2 unconnected molecules or ions with the total composition C6H6, with properties calculated with ωB97M-V/def2-TZVPD.

Atoms and positions in Å:
1 C 0.07648 0.07738 0.54919
2 C 3.69015 0.02121 -0.12855
3 C -0.94076 -1.00986 0.16306
4 C -1.82801 0.27590 -0.18904
5 C 2.50563 0.06408 0.18986
6 C -0.60939 1.13481 0.15177
7 H -0.56102 -1.80779 -0.45578
8 H -1.42037 -1.54425 1.02043
9 H -2.03621 0.42353 -1.27777
10 H -2.68397 0.60359 0.37445
11 H 4.45357 -0.36722 -0.76216
12 H -0.64610 2.12863 0.36454

Output
Net charge: 0
HOMO (alpha / beta): -9.406 / -9.408 eV

=====

2.
Below is a single C6H6 molecule, with properties calculated with ωB97M-V/def2-TZVPD.

Atoms and positions in Å:
1 C -1.98731 0.00856 -0.78172
2 C -1.07553 0.80130 -0.67870
3 C 0.18685 0.87449 -0.21925
4 C 1.30566 1.07317 0.17359
5 C -2.39720 -1.27032 -0.45061
6 C 2.61634 0.92365 0.63603
7 H -2.61850 -1.38842 0.61732
8 H -1.70632 -2.04706 -0.97267
9 H -3.32001 -1.66842 -0.86318
10 H 3.25939 1.58492 0.12816
11 H 2.97145 -0.11825 0.62355
12 H 2.76517 1.22636 1.78749

Output
Net charge: 0
SMILES: CC#CC#CC
HOMO: -8.601 eV

=====

Which of them is the most stable? Correct choice: 2.